DFT (ωB97M-V/def2-TZVPD) results for 13 unconnected molecules or ions with the total composition C3H31NO13S2 at a distorted geometry.

CARTESIAN COORDINATES (ANGSTROEM)
N 0.1434 0.7037 0.3964
C -0.9419 0.3348 1.2799
C -1.0157 -1.2621 1.5861
O -0.4540 -1.8943 0.7911
C -2.3037 0.7669 0.7790
S -3.3955 2.0694 1.3638
S -2.3237 3.4843 2.3761
H -0.0117 0.6666 -0.4939
H 0.5348 1.6528 0.6341
H -0.6346 0.8585 2.3396
H -1.7183 -1.6626 2.1937
H -3.0503 -0.2152 0.8417
H -2.1352 0.8928 -0.3261
H -1.4506 3.9904 1.4811
H 1.5174 0.5555 -4.6891
H 0.4054 -0.5664 -4.2533
O 0.5511 0.4099 -4.6039
H -1.9575 -3.9511 2.1792
H -0.7798 -3.8442 2.9487
O -1.5704 -3.4463 2.9826
H -0.9597 -1.9396 -1.2153
H -1.9333 -2.1646 -2.4648
O -1.0613 -2.2514 -2.1587
H 2.3916 0.1897 -0.6919
H 2.1798 1.6550 -0.8117
O 2.8947 0.9892 -0.9270
H 2.8055 0.2977 2.2211
H 3.6874 0.8535 3.4925
O 3.2065 1.1202 2.6682
H 1.4449 -4.9412 -1.6837
H 2.1300 -3.5128 -1.4513
O 2.0104 -4.4494 -1.1601
H 3.9861 -2.1716 0.4278
H 2.7955 -1.3786 0.5902
O 3.2975 -2.0897 1.0590
H 1.4997 3.8349 1.2790
H 0.9930 3.7692 -0.2034
O 1.2911 3.2407 0.5681
H 1.8841 -2.7601 -3.5760
H 0.7673 -2.3546 -2.5863
O 1.6623 -2.0336 -2.8998
H -1.5922 2.2975 -2.9588
H -0.8346 1.1482 -3.5451
O -1.7874 1.4942 -3.2649
H 1.8347 2.2201 -2.7741
H 2.2246 3.6534 -2.7366
O 1.5419 3.0587 -3.1209
H 1.6492 -4.2044 1.2100
H 0.2078 -3.7321 0.8527
O 0.6918 -4.3933 1.2268

* ΔE to the lowest compared entry with this formula, charge and spin: 1.757 eV
* orbital gap: 8.8 eV
* total charge: 0